# 1
68
Properties=species:S:1:pos:R:3 method="wB97M-V/def2-TZVPD" gap_ev="8.48 / 8.72" lumo_energy_ev="-2.14 / -2.29" e_tot_ha=-4565.83718 de_lowest_kj_mol=92.0 s_squared=3.76 spin_multiplicity=4 total_charge=+1
Co -0.918 -0.005 0.150
C 0.411 4.225 1.503
C 0.945 3.611 0.216
S 1.011 1.808 0.033
C 1.933 1.272 1.485
C 1.140 1.182 2.792
S -0.472 0.375 2.624
C -1.684 1.518 3.355
C -1.372 3.008 3.417
S -1.339 3.905 1.844
H 0.515 5.307 1.399
H 1.018 3.951 2.364
H 1.959 3.979 0.045
H 0.339 3.947 -0.629
H 2.794 1.929 1.624
H 2.327 0.291 1.225
H 0.983 2.167 3.221
H 1.734 0.615 3.509
H -1.888 1.165 4.366
H -2.585 1.352 2.763
H -0.472 3.231 3.990
H -2.186 3.466 3.983
O -2.761 -3.369 -0.516
C -1.948 -2.660 0.037
O -2.164 -1.433 0.449
C -0.542 -3.183 0.372
P 0.738 -1.929 0.029
C 1.367 -2.220 -1.641
C 2.319 -1.328 -2.138
C 2.825 -1.482 -3.417
C 2.373 -2.524 -4.219
C 1.421 -3.407 -3.736
C 0.920 -3.259 -2.448
C 2.108 -2.429 1.118
C 1.964 -2.204 2.491
C 2.942 -2.622 3.379
C 4.078 -3.268 2.905
C 4.223 -3.503 1.548
C 3.242 -3.089 0.655
H -0.338 -4.152 -0.076
H -0.520 -3.306 1.458
H 2.666 -0.504 -1.521
H 3.571 -0.792 -3.791
H 2.766 -2.645 -5.221
H 1.062 -4.216 -4.360
H 0.159 -3.946 -2.099
H 1.065 -1.732 2.874
H 2.814 -2.451 4.441
H 4.843 -3.595 3.598
H 5.101 -4.018 1.178
H 3.366 -3.279 -0.403
N -0.487 2.148 -2.886
C -1.234 1.092 -3.264
N -2.003 1.251 -4.354
S -1.238 -0.354 -2.423
H -0.346 2.928 -3.507
H 0.232 1.964 -2.207
H -1.880 2.028 -4.982
H -2.530 0.459 -4.676
C -5.726 1.077 -1.180
C -4.836 2.268 -0.804
C -3.507 1.813 -0.413
N -2.483 1.421 -0.094
H -6.679 1.441 -1.559
H -5.916 0.445 -0.314
H -5.253 0.467 -1.948
H -5.249 2.839 0.028
H -4.717 2.958 -1.641

=====

# 2
68
Properties=species:S:1:pos:R:3 method="wB97M-V/def2-TZVPD" gap_ev="5.84 / 5.89" lumo_energy_ev="-2.03 / -1.93" e_tot_ha=-5171.34285 de_lowest_kj_mol=191.1
W -0.017 0.569 -1.320
O 0.274 2.109 -0.066
C -0.414 3.251 0.110
C -0.827 3.576 1.400
C -1.516 4.760 1.608
C -1.773 5.639 0.556
C -1.329 5.319 -0.714
C -0.667 4.116 -0.952
C -0.149 3.827 -2.293
N 0.223 2.689 -2.702
C 0.905 2.634 -3.991
C 1.515 1.260 -4.085
N 1.779 0.752 -2.730
C 2.986 0.373 -2.538
C 3.545 -0.265 -1.376
C 4.853 -0.754 -1.418
C 5.371 -1.424 -0.330
C 4.569 -1.597 0.803
C 3.281 -1.097 0.863
C 2.763 -0.416 -0.241
O 1.556 0.120 -0.174
H -0.603 2.891 2.206
H -1.849 5.008 2.608
H -2.308 6.562 0.734
H -1.507 5.997 -1.541
H -0.062 4.698 -2.951
H 1.669 3.415 -4.023
H 0.203 2.781 -4.810
H 2.433 1.273 -4.672
H 0.817 0.578 -4.564
H 3.687 0.500 -3.364
H 5.449 -0.610 -2.312
H 6.379 -1.815 -0.351
H 4.960 -2.131 1.660
H 2.667 -1.217 1.741
S -3.463 -1.818 -3.298
Sb -1.904 -0.274 -3.424
S 0.065 -1.507 -2.342
S -2.159 1.246 -1.515
S -1.610 0.829 -5.315
C -2.774 -4.628 0.545
C -3.990 -3.807 0.949
C -3.662 -2.389 1.418
C -3.030 -1.519 0.313
Ge -1.123 -1.272 0.389
C -0.717 -0.416 2.136
C -0.551 -1.338 3.358
C 0.770 -2.109 3.397
C 1.860 -1.313 4.107
H -3.051 -5.643 0.254
H -2.055 -4.708 1.366
H -2.249 -4.186 -0.305
H -4.530 -4.325 1.747
H -4.678 -3.741 0.100
H -3.046 -2.450 2.315
H -4.591 -1.910 1.738
H -3.444 -0.509 0.315
H -3.291 -1.937 -0.660
H -0.388 -2.645 0.452
H -1.565 0.264 2.281
H 0.172 0.207 2.021
H -1.381 -2.036 3.442
H -0.608 -0.713 4.258
H 1.081 -2.363 2.380
H 0.629 -3.066 3.905
H 1.963 -0.312 3.679
H 2.841 -1.793 4.056
H 1.614 -1.189 5.164

=====

# 3
69
Properties=species:S:1:pos:R:3 method="wB97M-V/def2-TZVPD" gap_ev=6.95 lumo_energy_ev=-0.33 e_tot_ha=-2893.04901 de_lowest_kj_mol=3.7
W 0.660 0.141 -0.321
C -2.043 2.700 2.352
C -0.927 2.186 1.489
N -0.919 0.992 0.991
N -2.049 0.216 1.306
C -2.308 -0.653 0.406
S -1.307 -0.858 -1.038
S -3.697 -1.699 0.507
C -4.516 -1.107 2.015
C -3.961 -1.675 3.293
C -4.103 -3.031 3.579
C -3.624 -3.555 4.769
C -2.995 -2.727 5.690
C -2.846 -1.377 5.411
C -3.323 -0.855 4.215
C 0.151 3.120 1.160
C 0.408 4.227 1.981
C 1.370 5.157 1.653
C 2.080 5.022 0.461
C 1.838 3.955 -0.376
C 0.894 2.993 -0.022
O 0.697 1.955 -0.860
H -2.907 2.049 2.307
H -2.318 3.708 2.043
H -1.702 2.752 3.388
H -5.557 -1.407 1.885
H -4.471 -0.020 2.012
H -4.594 -3.679 2.862
H -3.745 -4.610 4.981
H -2.624 -3.134 6.622
H -2.360 -0.726 6.126
H -3.194 0.195 3.987
H -0.150 4.344 2.900
H 1.566 5.989 2.315
H 2.828 5.756 0.190
H 2.376 3.827 -1.306
C 3.673 -0.412 -2.895
C 3.655 -0.618 -1.387
C 3.890 -2.076 -1.026
C 4.639 0.306 -0.687
O 2.343 -0.261 -0.940
H 4.654 -0.669 -3.297
H 3.458 0.629 -3.140
H 2.924 -1.045 -3.373
H 4.880 -2.389 -1.363
H 3.143 -2.708 -1.509
H 3.829 -2.214 0.053
H 5.657 0.074 -1.002
H 4.564 0.182 0.393
H 4.423 1.345 -0.941
C -0.777 -3.998 1.559
C -0.626 -3.153 2.802
O 0.767 -2.804 3.016
P 1.309 -1.378 2.586
O 0.793 -1.184 1.128
Te 3.576 -1.185 3.018
O 0.402 -0.321 3.377
C 0.542 -0.195 4.803
C -0.116 1.097 5.223
H -1.817 -4.311 1.455
H -0.146 -4.885 1.622
H -0.500 -3.431 0.670
H -0.920 -3.699 3.696
H -1.227 -2.243 2.748
H 1.604 -0.199 5.057
H 0.065 -1.058 5.274
H 0.368 1.943 4.731
H -0.025 1.227 6.302
H -1.174 1.091 4.962

=====

# 4
66
Properties=species:S:1:pos:R:3 method="wB97M-V/def2-TZVPD" gap_ev=6.93 lumo_energy_ev=-7.46 e_tot_ha=-2027.13433 de_lowest_kj_mol=0.0 total_charge=+2
Al 1.022 0.562 -0.043
C 0.671 2.591 -2.459
N 1.568 2.169 -1.383
C 1.851 3.301 -0.441
C 2.787 1.571 -2.044
C 3.687 0.846 -1.042
N 2.801 0.132 -0.077
C 3.404 -0.607 0.992
C 2.545 -1.158 1.961
F 1.205 -0.842 1.811
C 3.041 -1.776 3.075
F 2.201 -2.230 4.045
C 4.393 -1.812 3.354
C 5.263 -1.274 2.430
F 6.588 -1.230 2.638
C 4.792 -0.783 1.217
F 5.694 -0.465 0.222
H 1.147 3.316 -3.142
H -0.246 3.020 -2.042
H 0.308 1.708 -3.039
H 2.447 4.083 -0.991
H 2.439 2.958 0.388
H 0.909 3.708 -0.109
H 3.420 2.349 -2.559
H 2.505 0.881 -2.843
H 4.380 1.561 -0.562
H 4.338 0.186 -1.617
H 4.732 -2.269 4.293
C -2.829 1.188 -2.422
C -2.801 1.000 -0.910
C -4.149 0.424 -0.393
C -2.704 2.405 -0.231
P -1.347 -0.130 -0.305
C -1.794 -0.547 1.414
C -1.464 0.441 2.348
C -1.584 0.191 3.713
C -2.104 -1.031 4.132
C -2.551 -1.946 3.178
C -2.322 -1.786 1.807
C -1.202 -1.758 -1.267
C -0.223 -1.423 -2.472
C -2.604 -2.232 -1.726
C -0.465 -2.914 -0.543
H -3.620 1.887 -2.677
H -3.037 0.275 -2.982
H -1.858 1.516 -2.776
H -4.926 1.181 -0.609
H -4.054 0.207 0.679
H -4.448 -0.496 -0.909
H -3.600 2.949 -0.543
H -1.803 2.977 -0.550
H -2.693 2.313 0.841
H -1.091 1.385 1.971
H -1.343 0.952 4.446
H -2.218 -1.315 5.183
H -3.100 -2.836 3.471
H -2.606 -2.536 1.108
H -0.600 -0.601 -3.091
H 0.009 -2.282 -3.111
H 0.781 -1.146 -2.062
H -3.142 -1.486 -2.311
H -3.231 -2.661 -0.923
H -2.439 -3.072 -2.399
H 0.224 -2.500 0.228
H 0.205 -3.461 -1.261
H -1.157 -3.625 -0.078